Here is 2 unconnected molecules or ions with the total composition C21H36ClIO5Si from OMol25. Energies are from wB97M-V/def2-TZVPD.

Summary:
total energy = -2245.34769 a.u.
total charge = 0
structure (SMILES) = CCCC[Si@@](CCCI)(CCCCOC)[C@@H](Cl)CC.O=C1C=C(O)C(=O)C=C1O
orbital gap = 7.830 eV
multiplicity = 1
LUMO energy = -1.6 eV

Geometry as XYZ:
```
65
Properties=species:S:1:pos:R:3:forces:R:3
C 1.84973 -0.44980 0.71730 -0.83 0.31 -0.22
C 1.25639 -1.45515 -0.27386 0.80 0.18 -0.17
C 1.12323 -0.85662 -1.69123 0.09 -0.71 0.13
C -0.30354 -0.84438 -2.24269 0.22 0.39 0.41
Si -1.60602 0.16035 -1.31537 -0.77 -0.13 -0.32
C -3.01472 0.44062 -2.55697 0.43 -0.59 -0.08
C -3.63751 -0.88038 -3.06907 0.07 0.49 0.49
C -4.95995 -1.21546 -2.41466 0.05 -0.25 -0.40
I -6.48658 0.23356 -2.84088 0.06 -0.09 0.14
C -2.37316 -0.80637 0.14074 0.64 0.61 -0.32
C -1.65585 -0.68846 1.50190 -0.45 -0.32 0.09
C -2.34051 0.20833 2.53556 0.39 -0.22 -0.19
C -3.78939 -0.13532 2.78957 -0.24 0.47 0.55
O -4.29191 0.46053 3.98414 0.00 -0.08 0.02
C -4.35521 1.86831 3.93569 0.22 -0.08 -0.31
C -1.03453 1.89945 -0.76427 -0.41 -0.24 -0.25
Cl 0.34466 2.49252 -1.76480 0.13 -0.11 0.08
C -2.12877 2.95490 -0.89278 0.42 0.27 0.55
C -3.28485 2.78180 0.08753 -0.43 0.13 -0.54
H 1.44384 0.53872 0.49774 -0.06 0.20 0.05
H 2.92345 -0.36919 0.61853 0.23 -0.14 0.11
H 1.55953 -0.67154 1.73933 0.32 -0.17 0.25
H 0.32698 -1.87866 0.09424 -0.26 0.07 -0.03
H 1.95763 -2.28255 -0.33495 -0.02 -0.33 0.09
H 1.72207 -1.47133 -2.36000 0.13 -0.02 -0.20
H 1.58448 0.12322 -1.70339 -0.11 0.24 -0.06
H -0.28969 -0.48125 -3.26845 -0.03 0.16 -0.19
H -0.63662 -1.87955 -2.30627 -0.23 -0.16 0.05
H -3.79439 1.06996 -2.13938 -0.07 0.23 -0.01
H -2.56941 0.95769 -3.40394 -0.03 0.32 -0.11
H -3.77460 -0.87383 -4.14536 0.04 0.05 -0.18
H -2.96252 -1.70201 -2.83072 0.04 -0.32 -0.14
H -4.87436 -1.33547 -1.34524 -0.12 0.23 0.29
H -5.33862 -2.14055 -2.82626 -0.22 -0.16 -0.02
H -3.41036 -0.49979 0.21885 -0.23 0.06 0.05
H -2.39807 -1.83747 -0.20548 0.01 -0.26 0.05
H -0.63254 -0.34401 1.39097 0.13 0.01 -0.05
H -1.59893 -1.68485 1.93580 0.13 -0.18 0.11
H -1.82056 0.06159 3.47917 0.13 0.08 0.20
H -2.19555 1.24786 2.25805 -0.20 0.29 -0.02
H -3.88911 -1.20244 2.95780 -0.04 -0.25 -0.11
H -4.44658 0.16056 1.96818 -0.02 -0.03 -0.20
H -5.07236 2.21402 4.67080 -0.15 -0.06 0.10
H -3.39336 2.33727 4.14681 0.19 -0.02 0.10
H -4.65386 2.20343 2.94001 -0.23 0.09 -0.10
H -0.72257 1.84635 0.27382 0.39 0.16 0.16
H -2.46130 3.03521 -1.91959 -0.13 -0.18 -0.22
H -1.64314 3.90076 -0.66818 0.00 0.28 -0.08
H -3.45584 1.75363 0.38500 0.05 -0.18 0.11
H -3.16732 3.40527 0.96431 0.18 -0.07 0.34
H -4.20226 3.11499 -0.39139 -0.20 0.03 -0.01
O 9.64926 -0.07464 -0.64774 -0.04 0.20 0.02
C 8.59849 -0.52975 -0.23761 0.11 -0.54 -0.02
C 8.33276 -1.95392 -0.09575 0.18 0.17 -0.07
C 7.13983 -2.36470 0.35116 0.22 -0.29 -0.07
O 6.82594 -3.64661 0.50661 -0.20 0.13 0.06
C 6.05038 -1.39686 0.71355 -0.10 0.55 0.02
O 4.98812 -1.85248 1.09577 0.07 -0.23 0.00
C 6.32180 0.02719 0.59064 -0.20 -0.17 0.07
C 7.51598 0.43870 0.14638 -0.22 0.29 0.07
O 7.83539 1.72010 0.00898 0.19 -0.13 -0.07
H 9.12240 -2.64220 -0.36132 -0.02 -0.02 0.00
H 5.90549 -3.66284 0.83792 0.06 0.01 -0.03
H 5.53631 0.71629 0.86730 0.01 0.02 -0.01
H 8.75228 1.73723 -0.33253 -0.06 -0.01 0.02
```
Forces are in eV/Å.